C2H11O4Tl as an isolated structure in a non-equilibrium geometry. Source: the Open Molecules 2025 dataset; level of theory: ωB97M-V/def2-TZVPD.

Each line ends with the natural charge from an NBO analysis.
Positions of all 18 atoms, in Å:
Tl 0.72 0.98 -0.97  0.96
C -2.61 -3.16 0.03  -0.71
C -1.39 -2.34 -0.08  -0.14
O -1.38 -1.31 -0.75  -0.05
H -2.45 -4.08 0.59  0.28
H -2.98 -3.41 -0.97  0.32
H -3.46 -2.70 0.57  0.32
H -0.43 -2.94 -0.34  0.45
H -0.98 -1.99 0.96  0.51
O 2.73 2.43 0.40  -0.99
H 2.39 2.90 1.16  0.50
H 3.68 2.35 0.56  0.51
O 1.59 3.14 -2.63  -0.99
H 1.22 3.97 -2.96  0.51
H 2.54 3.29 -2.60  0.50
O 0.31 1.07 1.96  -0.98
H 0.99 0.72 2.56  0.50
H -0.49 1.08 2.50  0.50

The net charge is +2. The calculation puts the molecular weight at 303.5 g mol⁻¹. For the orbital gap, the calculation gives 4.238 eV. The calculation puts the energy at -15114.328 eV. For the LUMO energy, the calculation gives -13.68 eV.